This record from the OMol25 dataset describes C30H22AsBr3Cl4I2N4O2S4Sn as an isolated structure. The level of theory is ωB97M-V/def2-TZVPD.

Structure (XYZ):
```
73
C30H22AsBr3Cl4I2N4O2S4Sn (ωB97M-V/def2-TZVPD)
Sn 1.790 1.833 -0.862
Br 1.457 -5.555 -2.223
C 1.756 -3.695 -2.001
C 1.399 -2.818 -3.007
C 1.611 -1.468 -2.767
N 2.156 -1.006 -1.649
C 2.536 -1.863 -0.706
C 2.324 -3.237 -0.831
C 3.241 -1.282 0.469
C 4.076 -2.081 1.243
C 4.745 -1.494 2.301
Br 5.903 -2.552 3.366
C 4.589 -0.155 2.565
C 3.742 0.563 1.731
N 3.080 0.024 0.715
H 0.956 -3.155 -3.933
H 1.335 -0.725 -3.506
H 2.575 -3.927 -0.040
H 4.232 -3.123 1.012
H 5.123 0.344 3.359
H 3.608 1.627 1.875
S 5.316 4.875 -2.277
As 4.990 3.244 -1.029
S 4.305 1.402 -2.257
S 3.204 3.614 0.246
S 6.479 2.324 0.130
Cl -1.460 -0.030 -3.878
C -2.643 -1.151 -3.203
Cl -2.488 -2.792 -3.872
H -3.636 -0.797 -3.451
H -2.501 -1.225 -2.130
I 2.806 2.082 -4.123
I 0.432 2.559 -6.257
Cl -1.105 -1.987 4.326
C -2.782 -1.668 4.617
C -3.292 -1.983 5.866
C -4.590 -1.631 6.193
C -5.371 -0.956 5.270
C -4.856 -0.677 4.016
Cl -5.867 0.149 2.874
C -3.558 -1.040 3.630
N -3.100 -0.712 2.357
C -2.508 -1.619 1.488
C -2.689 -2.996 1.632
C -2.107 -3.887 0.745
C -1.344 -3.422 -0.314
C -1.200 -2.051 -0.481
C -1.776 -1.133 0.387
C -1.678 0.341 0.083
C -0.964 1.206 1.149
O -1.641 1.576 2.125
O 0.250 1.450 0.934
H -2.647 -2.472 6.583
H -4.986 -1.864 7.172
H -6.381 -0.652 5.504
H -2.807 0.280 2.246
H -3.287 -3.368 2.454
H -2.255 -4.951 0.886
H -0.885 -4.109 -1.013
H -0.633 -1.670 -1.323
H -2.688 0.752 -0.034
H -1.144 0.462 -0.861
Br -0.987 7.414 -4.870
C -0.321 6.077 -3.700
C 0.891 6.265 -3.065
C 1.339 5.258 -2.224
N 0.651 4.138 -2.011
C -0.498 3.971 -2.654
C -1.040 4.915 -3.511
H 1.487 7.152 -3.226
H 2.296 5.338 -1.720
H -1.005 3.024 -2.499
H -1.961 4.720 -4.040
```

Total charge: -2
Kohn-Sham gap: 6.1 eV
Strongest force on any atom: 0.610 eV Å⁻¹
E_LUMO: 3.261 eV
Energy relative to the best compared isomer or geometry (same formula, charge and spin): 0.0 kJ/mol



This record from the OMol25 dataset describes C30H22F9N6O4ReS2 as an isolated structure at a distorted geometry. The level of theory is ωB97M-V/def2-TZVPD.

Structure (XYZ):
```
74
C30H22F9N6O4ReS2 (ωB97M-V/def2-TZVPD)
Re 0.163 -0.333 -0.036
O -0.574 -3.199 0.178
N 0.551 -3.300 -0.200
O 1.247 -2.269 -0.366
S 4.148 2.041 -4.810
C 3.121 1.482 -3.501
C 3.007 0.099 -3.329
C 2.162 -0.410 -2.377
N 1.380 0.362 -1.596
C 1.475 1.701 -1.773
C 2.330 2.292 -2.674
C 4.797 3.618 -4.251
C 4.075 4.797 -4.366
C 4.667 5.960 -3.889
N 5.885 5.976 -3.368
C 6.579 4.855 -3.289
C 6.073 3.633 -3.723
H 3.579 -0.576 -3.948
H 2.093 -1.476 -2.239
H 0.804 2.323 -1.189
H 2.354 3.368 -2.753
H 3.097 4.822 -4.829
H 4.147 6.909 -3.941
H 7.570 4.920 -2.858
H 6.659 2.728 -3.646
N 1.551 0.332 1.176
C 2.523 0.986 1.383
N 3.478 1.608 1.839
C 4.488 2.255 1.318
N 5.381 2.846 0.891
O -1.141 -0.618 1.543
S -1.769 -0.949 2.892
C -1.158 -2.631 3.413
C 0.166 -2.651 4.105
C 0.246 -2.848 5.481
C 1.471 -2.789 6.128
C 2.631 -2.531 5.413
C 2.563 -2.349 4.039
C 1.340 -2.411 3.394
C -0.837 0.109 4.050
C -1.320 1.532 3.976
C -2.679 1.836 4.032
C -3.103 3.155 4.015
C -2.174 4.183 3.949
C -0.822 3.886 3.875
C -0.396 2.566 3.875
H -1.153 -3.188 2.480
H -1.957 -3.004 4.054
H -0.651 -3.061 6.051
H 1.517 -2.943 7.198
H 3.584 -2.475 5.922
H 3.462 -2.162 3.466
H 1.293 -2.260 2.325
H 0.210 0.030 3.762
H -0.969 -0.316 5.047
H -3.410 1.039 4.097
H -4.159 3.385 4.062
H -2.504 5.213 3.964
H -0.090 4.681 3.823
H 0.664 2.340 3.825
F -4.086 -1.255 -1.243
C -3.307 -1.558 -2.281
F -2.886 -2.819 -2.128
F -4.042 -1.483 -3.390
C -2.066 -0.612 -2.328
O -1.469 -0.638 -1.106
C -2.511 0.848 -2.645
F -1.484 1.686 -2.364
F -3.531 1.219 -1.876
F -2.844 1.017 -3.920
C -1.115 -1.123 -3.465
F -0.336 -0.127 -3.927
F -1.740 -1.657 -4.502
F -0.290 -2.059 -2.955
```

Total charge: +1
Kohn-Sham gap (spin up / spin down): 6.5 / 7.1 eV
Spin multiplicity: 4
Strongest force on any atom: 3.295 eV Å⁻¹
E_LUMO (spin up / spin down): -5.425 / -4.908 eV



Number 1: molecular weight 1427.77 g/mol, total energy -427960.883 eV. Number 2: molecular weight 951.87 g/mol, total energy -96846.134 eV.